Entry 1:
Computed, not measured: a 2-piece molecular cluster, CBrNO4 overall, with ωB97M-V with the def2-TZVPD basis set.

Cartesian coordinates (Å):
C (0.96889, -0.39358, -1.93017)
N (-0.71245, -0.45740, 1.40304)
O (-1.68079, -1.12226, 1.52169)
O (1.42240, -0.16843, -2.94999)
O (0.38895, -0.38035, 1.77846)
O (0.58395, 1.45591, 0.23776)
Br (-0.97095, 1.06611, -0.06079)

Cartesian forces, eV/Å:
0.79 0.07 -1.63
-0.60 0.82 -1.38
0.00 -0.97 0.98
-0.63 -0.25 1.50
-0.17 -0.57 0.55
1.64 1.13 -0.31
-1.03 -0.23 0.28

Summary:
Spin multiplicity ... 1
F_max ... 2.01 eV Å⁻¹
E_HOMO ... -9.81 eV
Energy above the lowest of the compared OMol25 structures with the same formula, charge and spin ... 361.9 kJ/mol
Orbital gap ... 0.3019 Eh

Löwdin charges, unit e, in atom order: -0.0306, -0.5214, 0.0708, 0.0442, 0.1207, -0.7880, 1.1044

***

Entry 2:
Computed, not measured: a 10-piece molecular cluster, H18NO12 overall, with ωB97M-V with the def2-TZVPD basis set.

Cartesian coordinates (Å):
N (0.61633, 0.32864, -1.18598)
O (0.82022, 1.57759, -1.13060)
O (-0.47762, -0.10424, -1.62972)
O (1.27881, -0.39063, -0.46476)
O (1.53193, 4.07265, -0.00573)
H (0.74688, 4.55047, 0.10730)
H (1.40095, 3.31343, -0.59098)
O (3.56198, 1.01270, 0.63894)
H (2.69501, 0.60702, 0.36328)
H (3.90413, 0.41647, 1.32284)
O (-1.97664, 2.62883, -1.63223)
H (-1.93041, 3.41408, -1.06890)
H (-1.13588, 2.19926, -1.61666)
O (-0.64383, -2.69972, -0.44498)
H (-0.82218, -3.43113, -1.07934)
H (-0.24488, -1.88103, -0.79842)
O (-3.14728, -2.00868, -2.06501)
H (-3.29876, -2.08072, -1.12156)
H (-2.19991, -1.91961, -2.08915)
O (-0.15744, -0.82589, 2.18984)
H (-0.85605, -0.70253, 1.54954)
H (0.54612, -1.34672, 1.74727)
O (-2.14401, -0.00071, 0.75132)
H (-1.76065, 0.07858, -0.10826)
H (-2.79125, -0.62600, 0.41426)
O (0.45473, 1.74541, 1.67672)
H (0.17584, 0.87247, 1.95232)
H (0.59816, 1.67099, 0.71120)
O (1.63723, -3.20599, 1.43725)
H (1.55128, -3.21466, 0.48458)
H (2.06718, -4.05031, 1.68560)

Cartesian forces, eV/Å:
-2.13 2.04 2.47
0.00 -0.82 -1.63
0.40 -0.02 -1.25
1.62 -1.55 -0.19
2.22 -0.61 -0.37
-1.82 0.59 0.06
-0.24 0.29 0.30
-0.54 -0.79 -0.12
1.07 0.53 0.39
-0.30 0.27 -0.28
-1.48 0.89 -0.09
0.26 -0.50 -0.13
1.22 -0.39 0.20
-0.39 -1.09 0.21
0.55 1.44 0.31
-0.16 -0.52 -0.65
-0.58 -0.11 -0.02
-0.20 -0.18 0.17
0.73 0.27 -0.19
1.51 -0.91 0.62
-0.70 -0.10 -0.39
-0.68 0.30 0.48
-1.21 -0.49 -0.05
1.46 1.18 -1.29
-0.78 -0.36 0.93
0.11 0.93 -0.75
-0.02 -0.66 0.32
0.03 0.31 0.92
0.67 -0.78 0.71
-0.24 -0.01 -0.36
-0.40 0.84 -0.30

Summary:
Spin multiplicity ... 1
F_max ... 3.85 eV Å⁻¹
E_HOMO ... -6.59 eV
Energy above the lowest of the compared OMol25 structures with the same formula, charge and spin ... 193.8 kJ/mol
Orbital gap ... 0.3402 Eh
Charge ... -1

Löwdin charges, unit e, in atom order: -0.5086, -0.0543, -0.0428, 0.0086, -0.0372, -0.0064, -0.0010, -0.0944, 0.0007, 0.0248, -0.0552, 0.0364, -0.0343, -0.0811, 0.0664, -0.0014, -0.0464, 0.0166, -0.0105, -0.0726, -0.0379, 0.0214, -0.0111, 0.0000, 0.0506, -0.0747, -0.0383, -0.0212, -0.0584, 0.0116, 0.0509

***

Entry 3:
Computed, not measured: C39H53N2OP2S2Se2Ti as an isolated structure, with ωB97M-V with the def2-TZVPD basis set.

Cartesian coordinates (Å):
Ti (0.36556, -0.35199, -0.10170)
C (-2.71660, -3.81920, 0.54332)
C (-3.11098, -2.56851, -0.25016)
C (-3.92129, -1.59600, 0.60947)
P (-1.63187, -1.75196, -1.01113)
C (-1.25028, -2.77819, -2.53562)
C (0.06187, -3.55904, -2.38774)
C (-2.35753, -3.73976, -2.96535)
C (-2.33236, -0.19915, -1.68002)
C (-3.06355, -0.13850, -2.86251)
C (-3.38230, 1.07470, -3.45033)
C (-2.93960, 2.24256, -2.84271)
C (-2.23415, 2.19578, -1.65064)
C (-1.94654, 0.97731, -1.02812)
N (-1.18617, 0.87533, 0.18757)
C (-1.34822, 1.85868, 1.19176)
C (-2.45537, 2.72208, 1.26001)
C (-2.52514, 3.72924, 2.20605)
C (-1.51128, 3.90986, 3.14132)
C (-0.46223, 3.00621, 3.15094)
C (-0.37724, 1.98040, 2.21034)
P (0.78830, 0.59564, 2.24877)
C (0.02867, -0.51685, 3.54507)
C (-0.54660, 0.18679, 4.77606)
C (-1.09451, -1.34376, 2.91717)
C (2.44683, 1.07134, 2.91633)
C (2.97548, 2.33098, 2.23347)
C (2.61306, 1.16216, 4.43058)
H (-3.60047, -4.43327, 0.73975)
H (-2.27925, -3.54149, 1.50489)
H (-1.97850, -4.43816, 0.03519)
H (-3.72871, -2.86560, -1.09458)
H (-3.34738, -1.25956, 1.47280)
H (-4.81470, -2.10488, 0.98562)
H (-4.24133, -0.71761, 0.04873)
H (-1.11693, -2.02046, -3.30170)
H (-0.03707, -4.36801, -1.65881)
H (0.32997, -4.00329, -3.35342)
H (0.88719, -2.92453, -2.07729)
H (-2.55476, -4.49730, -2.20240)
H (-2.02857, -4.26361, -3.86664)
H (-3.29934, -3.24300, -3.20378)
H (-3.36329, -1.05777, -3.35281)
H (-3.93584, 1.11012, -4.38214)
H (-3.13132, 3.20176, -3.31101)
H (-1.87883, 3.11486, -1.21004)
H (-3.26470, 2.60244, 0.55534)
H (-3.38804, 4.38500, 2.21314)
H (-1.55970, 4.71204, 3.86629)
H (0.30163, 3.08788, 3.91659)
H (0.84258, -1.18174, 3.83986)
H (-1.39812, 0.80948, 4.50027)
H (0.17035, 0.81195, 5.30374)
H (-0.90443, -0.57275, 5.47786)
H (-1.88065, -0.67848, 2.55952)
H (-1.53503, -2.01051, 3.66461)
H (-0.75034, -1.95951, 2.08941)
H (3.05378, 0.22705, 2.57682)
H (2.41739, 3.21250, 2.55943)
H (2.88303, 2.25674, 1.15165)
H (4.02901, 2.48185, 2.49039)
H (2.04291, 1.98649, 4.86294)
H (3.66869, 1.34629, 4.65071)
H (2.32834, 0.23981, 4.93728)
C (4.81134, 0.05665, 0.23254)
Se (3.22008, -0.08222, -0.88318)
C (3.57581, 1.47315, -2.01910)
C (3.09494, 2.80844, -1.46789)
Se (1.21607, 2.74274, -0.95508)
C (1.19210, 4.45807, -0.03908)
H (5.67888, -0.14167, -0.38950)
H (4.72693, -0.71319, 0.99683)
H (4.88547, 1.03668, 0.69919)
H (3.09334, 1.23895, -2.96184)
H (4.65248, 1.49224, -2.17610)
H (3.20628, 3.59162, -2.21537)
H (3.65809, 3.09830, -0.58147)
H (1.28518, 5.26379, -0.76206)
H (1.99600, 4.50970, 0.69346)
H (0.23338, 4.52843, 0.47538)
S (1.77721, -2.22363, 0.97813)
C (0.99966, -3.71191, 0.81032)
N (0.47770, -4.74160, 0.70906)
C (-3.21944, 2.57074, -9.91599)
C (-2.51586, 2.04892, -8.68596)
O (-3.08811, 1.56936, -7.74756)
S (-0.73051, 2.24936, -8.78093)
C (-0.26763, 1.64816, -7.18548)
C (-0.07394, 0.28686, -6.98496)
C (0.23219, -0.19080, -5.72050)
C (0.34538, 0.68779, -4.64198)
C (0.17761, 2.06054, -4.85756)
C (-0.12762, 2.53667, -6.12330)
C (0.56417, 0.19033, -3.31181)
C (0.61197, -0.18172, -2.15558)
H (-4.05966, 1.92007, -10.14934)
H (-2.54757, 2.64654, -10.76980)
H (-3.60934, 3.56519, -9.68761)
H (-0.17104, -0.39751, -7.81868)
H (0.37158, -1.25375, -5.55721)
H (0.25723, 2.73670, -4.01396)
H (-0.27309, 3.59725, -6.28924)

Cartesian forces, eV/Å:
0.83 -0.84 0.44
-0.06 0.06 0.01
0.16 0.04 0.39
-0.05 -0.10 0.03
-0.10 0.10 -0.35
-0.01 -0.22 0.27
-0.16 -0.11 -0.03
-0.03 -0.01 -0.09
-0.10 -0.24 -0.04
0.07 -0.05 -0.02
-0.01 0.06 -0.01
0.01 -0.02 -0.01
0.02 -0.03 -0.03
-0.04 0.14 0.47
-0.49 0.58 0.08
-0.08 -0.25 -0.42
0.01 -0.02 0.00
0.01 0.00 0.01
0.01 -0.04 -0.05
0.02 -0.05 0.02
0.12 0.02 0.04
-0.38 0.26 0.42
-0.14 0.05 -0.04
0.10 -0.02 0.06
0.06 0.04 0.09
0.00 0.07 -0.04
-0.02 0.02 0.08
0.06 -0.01 0.06
0.03 0.06 0.01
-0.01 -0.03 -0.06
-0.01 -0.01 -0.03
-0.08 0.00 -0.12
-0.07 -0.02 -0.08
0.06 0.03 -0.02
0.00 -0.02 -0.01
0.04 0.15 -0.14
0.01 0.10 -0.11
-0.06 0.04 0.08
0.08 0.11 0.05
0.03 0.05 -0.07
-0.03 0.00 0.02
0.01 0.00 0.02
0.03 0.02 0.01
0.06 -0.01 0.07
0.00 -0.04 0.04
0.00 0.08 0.04
-0.02 0.01 -0.01
0.01 -0.02 -0.01
0.00 -0.03 -0.01
-0.02 -0.02 -0.03
0.06 -0.09 -0.02
-0.01 0.00 -0.01
0.00 0.02 -0.01
0.02 0.04 -0.03
0.02 0.04 0.02
0.03 0.05 -0.02
0.04 -0.01 -0.06
0.05 -0.09 -0.04
0.03 -0.04 0.00
-0.02 -0.02 0.03
-0.08 0.00 0.02
0.01 -0.02 -0.03
-0.05 -0.01 0.02
0.00 0.05 -0.02
-0.15 0.10 0.10
0.26 -0.08 -0.31
-0.14 0.10 0.22
-0.01 -0.13 0.02
-0.15 0.24 -0.20
-0.01 -0.06 0.05
0.05 0.00 0.01
0.02 -0.02 0.00
0.03 -0.04 0.01
-0.07 -0.01 -0.10
0.06 0.00 -0.05
0.09 0.02 -0.07
0.08 0.02 0.03
0.00 0.05 0.01
-0.02 0.01 -0.01
0.02 0.00 -0.01
-0.24 -0.22 -0.10
-0.03 -0.06 0.10
0.13 0.21 0.09
0.05 0.05 0.02
-0.04 -0.01 -0.06
0.12 0.04 -0.02
-0.14 0.01 -0.04
0.00 -0.01 0.12
0.04 -0.02 0.06
0.00 -0.06 -0.09
-0.01 -0.04 0.13
-0.03 0.00 -0.05
0.05 -0.10 0.11
-0.04 0.22 -0.47
0.15 0.00 -0.36
0.01 -0.02 0.01
-0.02 0.00 0.01
0.02 -0.03 -0.01
-0.02 0.02 0.03
-0.01 0.07 -0.01
-0.01 -0.02 -0.03
-0.01 -0.04 0.01

Summary:
Spin multiplicity ... 2
F_max ... 1.26 eV Å⁻¹
E_HOMO (spin up / spin down) ... -7.37 / -7.43 eV
Expectation value of S² ... 0.756
Energy above the lowest of the compared OMol25 structures with the same formula, charge and spin ... 0.0 kJ/mol
Orbital gap (spin up / spin down) ... 0.2749 / 0.2785 Eh

Löwdin population analysis, charges in e, atoms 1 to 99: 0.3226, -0.1113, -0.5186, -0.0959, 1.0935, -0.5074, -0.1183, -0.1133, -0.3235, -0.0711, -0.0724, -0.0707, -0.0637, -0.3229, -0.1383, -0.3103, -0.0316, -0.0772, -0.0950, -0.1045, -0.3200, 1.0227, -0.5115, -0.1042, -0.1402, -0.5153, -0.1313, -0.1038, 0.0843, 0.0613, 0.0409, 0.0890, 0.0473, 0.0852, 0.0714, 0.0765, 0.0494, 0.0824, 0.0452, 0.0742, 0.0831, 0.0624, 0.0990, 0.1053, 0.1077, 0.0980, 0.1089, 0.1055, 0.1002, 0.0973, 0.0993, 0.0785, 0.0540, 0.0852, 0.0568, 0.0946, 0.0106, 0.0815, 0.0732, -0.0008, 0.0890, 0.0675, 0.0841, 0.0716, -0.3595, 0.8961, -0.4979, -0.5143, 0.9763, -0.3513, 0.0259, 0.0166, 0.0125, 0.0476, 0.0706, 0.0713, 0.0546, 0.0238, 0.0152, 0.0160, 0.5094, -0.8170, 0.0638, -0.0778, -0.7409, 0.0355, 1.0046, -0.5514, -0.0841, -0.0181, -0.2266, -0.0217, -0.0820, -0.1063, -0.2462, 0.0861, 0.0630, 0.0898, 0.1102

***

Entry 4:
Computed, not measured: a 2-piece molecular cluster, C2HO2S2 overall, with ωB97M-V with the def2-TZVPD basis set.

Cartesian coordinates (Å):
C (-1.94601, 0.55001, -0.36774)
C (1.98327, -0.37661, 0.85126)
O (-1.90988, 0.49686, -1.52058)
O (-2.08511, 0.67454, 0.75485)
S (1.25381, 0.59822, -0.60641)
S (1.68274, -1.42647, -0.51782)
H (1.02119, -0.51656, 1.40644)

Cartesian forces, eV/Å:
0.32 0.23 -1.98
-0.52 0.87 1.58
-0.13 -0.27 -0.69
-0.21 0.01 2.57
0.19 -0.24 -0.08
-0.26 -0.77 -1.64
0.61 0.18 0.25

Summary:
Spin multiplicity ... 1
F_max ... 2.57 eV Å⁻¹
E_HOMO ... -2.41 eV
Energy above the lowest of the compared OMol25 structures with the same formula, charge and spin ... 171.5 kJ/mol
Orbital gap ... 0.2112 Eh
Charge ... -1

Löwdin charges, unit e, in atom order: -0.5271, -1.0089, 0.1514, 0.1922, 0.1692, 0.1473, -0.1242

***

Entry 5:
Computed, not measured: one molecule with the formula C4HNO, with ωB97M-V with the def2-TZVPD basis set.

Cartesian coordinates (Å):
O (-1.39270, -1.01566, 1.06125)
C (-1.31242, -0.14386, 0.23485)
C (-0.06513, 0.42373, -0.23631)
C (0.98289, 0.95523, -0.68233)
C (1.69117, 0.06708, 0.23111)
N (2.28836, -0.62577, 0.94915)
H (-2.16757, 0.33343, -0.26683)

Cartesian forces, eV/Å:
0.08 0.46 -0.43
-0.25 -0.25 0.22
-0.19 0.31 -0.31
-0.39 -0.55 0.52
1.44 -0.45 0.54
-0.46 0.56 -0.58
-0.24 -0.08 0.06

Summary:
Spin multiplicity ... 1
F_max ... 1.60 eV Å⁻¹
E_HOMO ... -11.03 eV
Energy above the lowest of the compared OMol25 structures with the same formula, charge and spin ... 204.2 kJ/mol
Orbital gap ... 0.3544 Eh

Löwdin charges, unit e, in atom order: 0.1084, -0.2358, 0.0520, 0.0953, -0.3367, 0.1821, 0.1348

***

Entry 6:
Computed, not measured: a 2-piece molecular cluster, C2H9NO2Si2 overall, with ωB97M-V with the def2-TZVPD basis set.

Cartesian coordinates (Å):
C (-0.44950, 2.25763, 0.02577)
C (0.60696, 2.02742, -0.64827)
N (0.01355, -0.32601, -1.47655)
O (0.73535, -1.10489, -0.59930)
O (-1.24728, -0.30373, -0.98483)
Si (2.12202, -0.93450, 0.21712)
Si (-1.92779, -1.19500, 0.35385)
H (-0.66825, 3.11566, 0.80865)
H (-1.41237, 1.48615, 0.14662)
H (1.33021, 1.60912, -1.28270)
H (1.77188, 0.05458, 1.34400)
H (3.21140, -0.42277, -0.52760)
H (2.29564, -2.28980, 0.59110)
H (-1.32744, -0.63007, 1.65004)
H (-1.84686, -2.62400, 0.28571)
H (-3.20752, -0.71981, 0.09639)

Cartesian forces, eV/Å:
-3.17 -0.08 2.77
-0.30 0.32 0.29
-0.52 0.22 0.64
-1.47 -0.81 -0.92
-0.06 -0.87 -0.15
-0.62 1.64 1.79
2.54 1.56 0.13
0.86 -1.33 -1.83
2.36 1.65 -0.74
0.44 -0.07 -0.47
0.58 -0.79 -0.49
0.96 0.43 -0.77
0.47 -1.00 0.60
-0.43 -0.55 -0.76
0.21 -0.76 -0.12
-1.85 0.43 0.04

Summary:
Spin multiplicity ... 1
F_max ... 4.22 eV Å⁻¹
E_HOMO (spin up / spin down) ... -8.56 / -7.81 eV
Energy above the lowest of the compared OMol25 structures with the same formula, charge and spin ... 338.4 kJ/mol
Orbital gap (spin up / spin down) ... 0.3274 / 0.3066 Eh

Löwdin charges, unit e, in atom order: -0.1518, 0.0071, -0.0358, -0.4360, -0.4080, 0.5549, 0.6556, 0.0875, 0.0776, 0.0114, -0.0326, -0.0813, -0.0646, -0.0331, -0.0750, -0.0758

***

Entry 7:
Computed, not measured: a 7-piece molecular cluster, H13S7 overall, with ωB97M-V with the def2-TZVPD basis set.

Cartesian coordinates (Å):
S (-0.02698, -0.80764, 2.09051)
H (0.23203, -1.06176, 3.40429)
S (2.77489, -0.87927, 0.22950)
H (1.53247, -0.88065, 0.99699)
H (3.07528, 0.39258, 0.36709)
S (1.39501, 3.42935, 2.49403)
H (0.96883, 2.17824, 2.92397)
H (0.41551, 4.15152, 2.92713)
S (-1.66570, -3.02417, -0.11445)
H (-1.43817, -4.23928, -0.47583)
H (-0.72037, -2.85088, 0.75708)
S (-1.99769, 2.24751, 2.01922)
H (-1.95286, 1.40486, 3.01942)
H (-1.14110, 1.59356, 1.34523)
S (0.88985, -2.42930, -3.70373)
H (0.73336, -1.62738, -2.68730)
H (0.59239, -3.70656, -3.06748)
S (-1.66271, 2.04387, -4.63249)
H (-0.40721, 1.77649, -4.52350)
H (-1.59682, 2.28891, -3.36970)

Cartesian forces, eV/Å:
-0.36 0.01 0.75
0.07 0.05 -0.56
-0.24 -0.93 -0.29
0.75 0.21 -0.01
-0.05 0.71 0.19
1.40 -1.55 -0.30
0.01 1.10 -0.34
-1.24 0.38 0.57
-1.73 1.48 -0.78
0.56 -1.48 -0.24
1.10 -0.04 0.95
-1.86 1.93 0.49
0.07 -0.65 0.54
1.49 -1.21 -1.03
-0.20 -2.59 -0.43
-0.19 0.23 1.14
0.41 2.36 -0.67
-1.14 0.05 -1.21
1.60 -0.48 -0.40
-0.46 0.42 1.62

Summary:
Spin multiplicity ... 1
F_max ... 2.73 eV Å⁻¹
E_HOMO ... -4.14 eV
Energy above the lowest of the compared OMol25 structures with the same formula, charge and spin ... 43.5 kJ/mol
Orbital gap ... 0.2518 Eh
Charge ... -1

Löwdin charges, unit e, in atom order: 0.0835, -0.3166, 0.2856, -0.3813, -0.3002, 0.4164, -0.1973, -0.2863, 0.4657, -0.2827, -0.3338, 0.4400, -0.2416, -0.3180, 0.3897, -0.2772, -0.1461, 0.5119, -0.2584, -0.2536